Formula: C6H14LuO4
Source: OMol25
Level of theory: wB97M-V/def2-TZVPD

CARTESIAN COORDINATES (ANGSTROEM)
C 3.25 -0.33 -1.32
O 2.13 -1.09 -1.00
C 1.99 -1.35 0.42
C 0.62 -1.95 0.66
O -0.33 -0.91 0.93
C -1.33 -0.03 -0.64
C -1.06 1.46 -0.58
O 0.27 1.70 -0.15
C 0.73 3.02 -0.35
Lu 1.18 0.50 1.69
H 3.23 -0.13 -2.40
H 3.25 0.64 -0.80
H 4.19 -0.87 -1.08
H 2.79 -2.06 0.71
H 0.66 -2.66 1.51
H 0.26 -2.53 -0.22
H -2.19 -0.18 0.04
H -0.53 -0.45 -1.28
H -1.76 1.94 0.13
H -1.19 1.91 -1.58
H 1.75 3.08 0.05
H 0.72 3.25 -1.42
H 0.10 3.74 0.20
O -2.60 -0.30 -2.07
H -2.11 -0.22 -2.91

LUMO level (spin up / spin down): -0.0033 / -0.0371 Ha
2S+1: 2
Net charge: 0

These are the Löwdin partial charges, in e, on atoms 1 to 8: number 1, C, carries -0.1622; number 2, O, carries -0.2582; number 3, C, carries -0.4118; number 4, C, carries -0.3681; number 5, O, carries -0.5076; number 6, C, carries -0.0301; number 7, C, carries -0.2179; number 8, O, carries -0.4306

Formula: C6H14N2
Source: OMol25
Level of theory: wB97M-V/def2-TZVPD

CARTESIAN COORDINATES (ANGSTROEM)
C 2.31 1.51 1.68
C 1.16 0.86 1.38
C 0.92 0.24 0.02
C -0.41 -0.41 -0.27
C -0.26 -1.42 -1.44
N 0.67 -2.50 -1.14
N -1.30 0.67 -0.72
C -2.16 1.26 0.30
H 2.60 1.95 2.56
H 3.04 1.77 0.89
H 0.35 0.63 2.11
H 1.80 -0.66 0.09
H 1.19 0.96 -0.80
H -1.17 -1.01 0.60
H 0.09 -0.84 -2.44
H -1.35 -1.93 -1.66
H 1.17 -2.35 -0.39
H 0.36 -3.40 -0.99
H -1.87 0.30 -1.56
H -3.12 0.60 0.65
H -1.41 1.60 1.14
H -2.60 2.17 -0.02

LUMO level: 0.0406 Ha
2S+1: 1
Net charge: 0

These are the Löwdin partial charges, in e, on atoms 1 to 8: number 1, C, carries -0.0044; number 2, C, carries -0.1923; number 3, C, carries -0.1987; number 4, C, carries -0.4253; number 5, C, carries -0.2642; number 6, N, carries 0.0142; number 7, N, carries -0.1526; number 8, C, carries -0.1561

Formula: C6H14N2
Source: OMol25
Level of theory: wB97M-V/def2-TZVPD

CARTESIAN COORDINATES (ANGSTROEM)
C -1.57 0.37 0.17
C -1.67 -0.61 -1.00
C -1.35 1.80 -0.23
N -0.35 -0.01 1.09
H -2.42 0.16 0.85
H -0.51 -0.92 1.53
H -0.34 0.70 1.81
H -1.63 -1.65 -0.67
H -0.86 -0.45 -1.71
H -2.62 -0.43 -1.50
H -1.90 2.05 -1.14
H 0.13 1.66 -0.53
H -1.62 2.50 0.57
C 1.12 -0.06 0.46
C 2.30 -2.06 0.45
C 1.29 0.94 -0.63
N 1.27 -1.44 0.07
H 1.73 0.20 1.34
H 3.08 -1.62 1.09
H 2.46 -3.09 0.11
H 1.24 0.48 -1.62
H 2.22 1.49 -0.52

LUMO level: 0.0241 Ha
2S+1: 1
Net charge: 0

These are the Löwdin partial charges, in e, on atoms 1 to 8: number 1, C, carries -0.4221; number 2, C, carries -0.0744; number 3, C, carries -0.1839; number 4, N, carries 0.0865; number 5, H, carries 0.1201; number 6, H, carries 0.1453; number 7, H, carries 0.1505; number 8, H, carries 0.0706